65
Properties=species:S:1:pos:R:3 method="wB97M-V/def2-TZVPD" multiplicity=5 largest_force_ev_per_a=0.8 total_energy_ha=-1867.08020 relative_energy_kcal_mol=0.0 charge=+4
Pd -0.43 -0.21 -0.20
C 2.46 0.23 -2.15
P 1.89 -0.06 -0.46
C 2.95 -1.40 0.15
C 2.22 1.38 0.59
C 3.41 1.48 1.31
C 3.66 2.60 2.10
C 2.71 3.61 2.20
C 1.52 3.52 1.49
C 1.27 2.41 0.68
P -0.20 2.28 -0.35
C 0.23 3.01 -1.96
C -1.50 3.36 0.30
H 3.39 0.81 -2.13
H 1.73 0.76 -2.75
H 2.68 -0.73 -2.62
H 4.00 -1.15 -0.05
H 2.73 -2.32 -0.38
H 2.82 -1.55 1.22
H 4.17 0.71 1.25
H 4.59 2.68 2.64
H 2.91 4.48 2.81
H 0.80 4.33 1.56
H 0.06 4.09 -1.90
H -0.37 2.62 -2.78
H 1.29 2.85 -2.17
H -1.12 4.38 0.35
H -1.83 3.06 1.30
H -2.35 3.37 -0.38
C -3.31 0.17 -0.76
N -2.25 -0.47 -1.57
C -2.12 0.25 -2.86
C -2.74 -1.85 -1.84
C -1.92 -2.73 -2.79
N -0.58 -3.07 -2.35
C -0.43 -3.94 -1.21
C 0.48 -3.07 -3.33
H -4.26 0.19 -1.31
H -3.03 1.20 -0.52
H -3.47 -0.39 0.17
H -2.95 0.00 -3.53
H -1.18 0.01 -3.35
H -2.15 1.32 -2.68
H -3.71 -1.77 -2.33
H -2.90 -2.36 -0.89
H -1.85 -2.28 -3.78
H -2.47 -3.68 -2.89
H -0.49 -4.98 -1.57
H -1.23 -3.79 -0.49
H 0.55 -3.81 -0.76
H 0.29 -3.89 -4.04
H 1.44 -3.24 -2.86
H 0.46 -2.14 -3.91
N 0.64 -1.53 5.76
C -0.05 -0.89 4.85
C 0.21 -1.05 3.44
N -0.53 -0.42 2.54
C -1.50 0.37 3.01
C -1.74 0.54 4.42
N -1.03 -0.07 5.31
H 1.39 -2.19 5.55
H 0.41 -1.38 6.75
H 1.00 -1.71 3.10
H -2.13 0.88 2.30
H -2.54 1.19 4.75